No. 1
# C24H39BiN3O9SSe

A molecular structure, C24H39BiN3O9SSe at a distorted geometry (ωB97M-V with the def2-TZVPD basis set, the OMol25 dataset).

Each line ends with the Löwdin charge.
Positions of all 78 atoms, in Å:
Bi  -0.1896  0.5871  1.1400  1.884
O  -1.8597  -0.5616  2.6776  -0.181
C  -1.2782  -0.5480  3.9660  -0.201
C  -0.7288  0.8319  4.3201  -0.134
N  0.3997  1.2177  3.4619  -0.248
C  1.6212  0.5249  3.8586  -0.078
C  1.9189  -0.7552  3.0469  -0.652
O  2.7954  -1.4968  3.4103  0.094
O  1.2086  -0.9051  1.9843  -0.376
C  0.5716  2.6681  3.4577  -0.090
C  -0.4365  3.3941  2.5279  -0.660
O  -0.8848  4.4705  2.8401  0.084
O  -0.6973  2.7685  1.4379  -0.222
H  -2.5825  0.1048  2.6464  0.049
H  -0.4776  -1.2920  3.9449  0.126
H  -2.0271  -0.8527  4.7060  0.139
H  -0.4287  0.8327  5.3755  0.143
H  -1.5199  1.5755  4.1994  0.128
H  1.6212  0.2496  4.9181  0.143
H  2.4905  1.1687  3.7046  0.136
H  1.5518  2.9063  3.0414  0.130
H  0.4984  3.0929  4.4630  0.144
C  -3.7134  2.7813  2.3931  -0.059
O  -3.6829  1.3660  2.2689  -0.237
C  -4.5539  0.8300  1.2942  -0.169
C  -4.2720  1.2508  -0.1501  -0.183
O  -2.9539  0.9114  -0.5430  -0.168
C  -2.6648  1.3829  -1.8432  -0.189
C  -1.2739  0.9340  -2.2819  -0.203
O  -0.2039  1.4621  -1.5243  -0.371
C  -0.1288  2.8789  -1.5481  -0.091
H  -4.7416  3.1437  2.4739  0.105
H  -3.2194  3.2666  1.5496  0.088
H  -3.1654  3.0302  3.2997  0.089
H  -5.5912  1.1178  1.5266  0.138
H  -4.4596  -0.2545  1.3832  0.134
H  -4.4252  2.3328  -0.2668  0.130
H  -5.0043  0.7354  -0.7919  0.139
H  -2.7337  2.4789  -1.8690  0.129
H  -3.3973  0.9849  -2.5602  0.139
H  -1.1451  1.2106  -3.3376  0.137
H  -1.1863  -0.1506  -2.1932  0.091
H  -0.2119  3.2482  -2.5760  0.108
H  0.8427  3.1399  -1.1348  0.075
H  -0.8976  3.3373  -0.9229  0.086
O  1.8744  1.3896  0.6303  -0.665
S  2.6125  0.9483  -0.6350  0.906
C  3.9093  2.2367  -0.7242  -0.286
C  4.9034  1.8512  0.3519  -0.232
C  5.1812  0.3723  0.1116  -0.210
C  3.8302  -0.3058  -0.0894  -0.309
H  3.4471  3.2106  -0.5903  0.098
H  4.3542  2.1581  -1.7158  0.103
H  4.4513  1.9869  1.3344  0.112
H  5.8111  2.4519  0.2958  0.124
H  5.7199  -0.0772  0.9448  0.125
H  5.7957  0.2666  -0.7837  0.117
H  3.4403  -0.7485  0.8234  0.073
H  3.8462  -1.0780  -0.8571  0.081
C  1.5039  -1.8177  -3.9001  -0.005
N  0.7024  -2.7904  -3.2086  -0.064
C  0.3102  -2.7119  -1.9191  -0.584
Se  0.7695  -1.4767  -0.5519  0.788
N  -0.4434  -3.8005  -1.6459  0.123
C  -0.5217  -4.6110  -2.7512  -0.175
C  -1.1308  -5.8342  -2.9684  0.002
C  -1.0312  -6.3627  -4.2412  -0.070
C  -0.3386  -5.7042  -5.2548  -0.069
C  0.3064  -4.5008  -5.0339  0.003
C  0.2032  -3.9563  -3.7629  -0.151
H  1.6584  -0.9666  -3.2366  0.065
H  0.9896  -1.4907  -4.8050  0.105
H  2.4704  -2.2414  -4.1814  0.108
H  -0.8309  -3.9767  -0.7323  0.162
H  -1.6437  -6.3503  -2.1751  0.118
H  -1.4998  -7.3087  -4.4512  0.110
H  -0.2998  -6.1477  -6.2358  0.110
H  0.8661  -4.0150  -5.8162  0.115

Values from the calculation:
Calculated total energy ... -4793.39634 Eh
Strongest force on any atom ... 0.0605 hartree/bohr
Total charge ... +1
Kohn-Sham gap ... 0.30638 Eh
Energy above the lowest of the compared OMol25 structures with the same formula, charge and spin ... 75.87 kJ/mol
Spin multiplicity ... 1

***

No. 2
# C24H39Br2N4O11SSiTc

A molecular structure, C24H39Br2N4O11SSiTc at a distorted geometry (ωB97M-V with the def2-TZVPD basis set, the OMol25 dataset).

Each line ends with the Mulliken spin population.
Positions of all 83 atoms, in Å:
Tc  1.6198  0.3256  0.0448  2.742
O  2.2040  0.0453  4.0311  0.030
C  2.5200  0.3198  2.8968  -0.010
O  1.5934  0.5494  1.9839  0.054
C  3.9652  0.4131  2.5111  0.030
C  4.8792  0.4567  3.5471  0.003
C  6.2343  0.5122  3.2886  0.018
C  6.7056  0.5667  1.9946  -0.012
C  5.8109  0.5500  0.9433  -0.005
C  4.4044  0.4311  1.1599  0.011
O  3.5712  0.3003  0.1605  0.026
N  6.3834  0.6794  -0.3915  -0.002
O  5.6511  1.0077  -1.3145  0.002
O  7.5700  0.4806  -0.5168  0.005
N  7.1884  0.5326  4.4027  -0.001
O  6.7296  0.4678  5.5252  0.002
O  8.3669  0.6096  4.1209  0.002
H  4.5232  0.4484  4.5679  -0.001
H  7.7656  0.6360  1.7991  0.000
Br  1.9435  0.5355  -2.5520  -0.004
C  2.8983  2.2112  -2.3492  0.011
Br  2.2665  3.0358  -0.7166  0.000
H  2.6766  2.8533  -3.1927  -0.003
H  3.9498  1.9899  -2.2315  -0.001
C  2.3545  -3.2602  3.2415  0.005
N  1.0094  -2.8002  2.9617  0.000
C  0.0074  -2.7947  4.0284  0.001
C  -1.2320  -2.2133  3.3300  0.003
N  -0.7163  -1.8350  2.0112  -0.003
C  0.5465  -2.1863  1.8862  0.023
S  1.5152  -2.0447  0.4391  -0.067
H  2.8038  -2.6276  4.0056  0.000
H  2.9568  -3.2192  2.3389  -0.002
H  2.3165  -4.2876  3.6042  0.000
H  0.3611  -2.1760  4.8549  -0.001
H  -0.1500  -3.8105  4.3896  0.000
H  -1.6391  -1.3489  3.8496  0.000
H  -2.0180  -2.9607  3.2244  0.000
H  -1.2541  -1.2721  1.3449  -0.011
C  -0.6113  -2.3218  -2.6233  0.005
C  -1.4739  -1.2619  -3.2986  -0.003
C  -0.9556  -0.9588  -4.6996  0.002
C  -2.9221  -1.7385  -3.3596  0.001
O  -1.4074  -0.0228  -2.5717  0.004
Si  -1.6856  0.4609  -1.0421  -0.054
O  -0.2610  0.5077  -0.2510  0.215
O  -2.4051  1.9007  -1.0618  0.001
C  -2.4262  3.0302  -1.9477  0.003
C  -3.2154  2.6788  -3.2079  0.000
C  -0.9976  3.4213  -2.3075  -0.007
C  -3.1203  4.1472  -1.1779  0.000
O  -2.6097  -0.5753  -0.1672  -0.008
C  -3.9941  -0.4790  0.2746  -0.001
C  -4.0488  0.4438  1.4892  0.000
C  -4.4319  -1.8956  0.6276  0.000
C  -4.9088  0.0620  -0.8222  0.001
H  -0.6870  -3.2620  -3.1687  -0.001
H  -0.9422  -2.4804  -1.5961  -0.002
H  0.4367  -2.0152  -2.6091  0.003
H  -0.9932  -1.8537  -5.3201  0.000
H  0.0769  -0.6115  -4.6503  -0.001
H  -1.5602  -0.1797  -5.1635  0.000
H  -2.9952  -2.6528  -3.9484  0.000
H  -3.5507  -0.9748  -3.8194  0.000
H  -3.2841  -1.9423  -2.3524  0.000
H  -2.7654  1.8185  -3.7034  0.000
H  -3.2077  3.5260  -3.8933  0.000
H  -4.2496  2.4441  -2.9546  0.000
H  -0.5088  2.5816  -2.8095  -0.002
H  -0.4531  3.6693  -1.3970  0.001
H  -0.9914  4.2857  -2.9709  0.000
H  -4.1203  3.8296  -0.8819  0.000
H  -3.2038  5.0440  -1.7912  0.000
H  -2.5516  4.3829  -0.2776  0.000
H  -3.5105  0.0193  2.3377  0.000
H  -5.0846  0.6098  1.7835  0.000
H  -3.5984  1.4035  1.2346  0.000
H  -3.8011  -2.3258  1.4040  0.000
H  -4.3805  -2.5376  -0.2526  0.000
H  -5.4605  -1.8810  0.9858  0.000
H  -4.6530  1.0920  -1.0552  0.000
H  -5.9414  0.0269  -0.4770  0.000
H  -4.8271  -0.5364  -1.7293  0.000

Values from the calculation:
Calculated total energy ... -7900.97060 Eh
Strongest force on any atom ... 0.0357 hartree/bohr
Total charge ... +1
Kohn-Sham gap (alpha / beta) ... 0.25588 / 0.25103 Eh
Energy above the lowest of the compared OMol25 structures with the same formula, charge and spin ... 27.85 kJ/mol
Spin multiplicity ... 4

***

No. 3
# C24H39BrGeN5PPd

A molecular structure, C24H39BrGeN5PPd (ωB97M-V with the def2-TZVPD basis set, the OMol25 dataset).

Each line ends with the Löwdin charge.
Positions of all 72 atoms, in Å:
Pd  -0.1784  -0.0170  -0.3604  0.621
C  1.1689  0.7424  3.4583  -0.115
N  0.0819  0.3008  2.6144  -0.294
C  -1.1340  1.0431  2.9037  -0.097
C  -0.1206  -1.1308  2.7613  -0.200
C  -1.1481  -1.7620  1.8401  -0.239
C  -1.8782  -2.8160  2.3891  -0.070
C  -2.8336  -3.5037  1.6608  -0.113
C  -3.0878  -3.1070  0.3584  -0.114
C  -2.3692  -2.0561  -0.1935  -0.163
C  -1.3687  -1.3755  0.5075  -0.208
H  0.9749  0.5625  4.5300  0.086
H  1.3312  1.8129  3.3220  0.084
H  2.0885  0.2170  3.1928  0.068
H  -1.4552  0.9070  3.9510  0.087
H  -1.9307  0.7211  2.2338  0.074
H  -0.9644  2.1064  2.7244  0.082
H  -0.4238  -1.3583  3.8008  0.116
H  0.8478  -1.6243  2.6162  0.101
H  -1.7028  -3.0904  3.4227  0.102
H  -3.3903  -4.3123  2.1156  0.092
H  -3.8584  -3.5989  -0.2226  0.090
H  -2.6167  -1.7194  -1.1964  0.059
Br  5.0860  -2.6373  1.9929  0.754
C  4.0386  -1.2638  1.2301  -0.686
C  4.5182  0.0302  1.1299  -0.104
C  3.6839  0.9962  0.5644  -0.043
C  2.4342  0.6204  0.1204  -0.174
N  1.9824  -0.6464  0.1911  -0.003
C  2.7665  -1.5656  0.7611  -0.194
H  5.5082  0.2805  1.4831  0.106
H  3.9948  2.0284  0.4926  0.113
H  1.7577  1.3689  -0.2679  0.066
H  2.3748  -2.5739  0.8395  0.112
C  -2.4758  2.5592  -3.7378  -0.243
Ge  -1.6687  2.5161  -1.9124  0.616
C  0.1831  3.1955  -2.1762  -0.243
C  -2.6458  3.9941  -1.0158  -0.256
C  -1.7803  0.8250  -1.0864  -0.462
H  -2.2407  3.4903  -4.2527  0.007
H  -3.5600  2.4782  -3.6604  0.006
H  -2.1299  1.7236  -4.3496  -0.033
H  0.5745  2.9295  -3.1596  -0.009
H  0.8796  2.8182  -1.4285  -0.034
H  0.1814  4.2827  -2.1029  0.008
H  -2.6229  4.9170  -1.5945  0.001
H  -2.2079  4.1831  -0.0357  0.000
H  -3.6860  3.7062  -0.8682  0.004
H  -2.7857  0.4740  -0.8550  -0.089
C  -0.7536  -1.6818  -5.3811  -0.118
N  -0.5441  -2.4682  -4.0935  -0.070
C  0.6844  -3.3510  -4.2514  -0.128
N  1.8247  -2.5844  -4.6091  -0.153
C  1.5563  -1.8374  -5.8343  -0.173
N  0.4118  -0.9418  -5.7175  -0.148
C  0.6753  0.1541  -4.7746  -0.308
P  1.0430  -0.3891  -3.0282  1.013
C  -0.4007  -1.5405  -2.9087  -0.326
C  2.2787  -1.7011  -3.5221  -0.316
H  -1.6105  -1.0268  -5.2153  0.144
H  -0.9788  -2.4171  -6.1584  0.139
H  -1.3610  -3.0590  -3.9274  0.181
H  0.4495  -4.0788  -5.0321  0.139
H  0.8301  -3.8563  -3.2955  0.144
H  1.3650  -2.5491  -6.6423  0.133
H  2.4379  -1.2482  -6.0868  0.133
H  -0.1868  0.8245  -4.7483  0.068
H  1.5195  0.7353  -5.1513  0.093
H  -1.2932  -0.8967  -2.8031  0.043
H  -0.3361  -2.1506  -2.0044  0.069
H  2.5185  -2.3136  -2.6466  0.085
H  3.2043  -1.2193  -3.8394  0.087

Values from the calculation:
Calculated total energy ... -6331.61751 Eh
Strongest force on any atom ... 0.0140 hartree/bohr
Total charge ... 0
Kohn-Sham gap (alpha / beta) ... 0.15323 / 0.15321 Eh
Energy above the lowest of the compared OMol25 structures with the same formula, charge and spin ... 203.98 kJ/mol
Spin multiplicity ... 1